Entry from the Open Molecules 2025 dataset: 2 unconnected molecules or ions with the total composition C5H7N3O3 (ωB97M-V with the def2-TZVPD basis set).

Each line ends with the natural charge from an NBO analysis.
Cartesian coordinates (Å):
C -0.46511 0.31330 -0.67565  -0.401
C 0.86075 0.24486 -0.43217  0.297
C -1.96833 -0.74837 1.97081  0.244
C -1.04198 -0.43176 -1.79249  0.644
C 1.46544 0.92987 0.75984  0.629
N -1.28237 0.02620 2.49662  -0.719
N -2.38446 -0.39306 -1.89169  -0.788
N 2.79723 0.78056 0.83988  -0.788
O -0.34689 -1.05395 -2.59750  -0.663
O 0.80419 1.53956 1.58011  -0.647
O 1.71786 -0.43254 -1.19734  -0.686
H -1.09727 0.89158 -0.02815  0.242
H -0.63600 0.73239 2.78503  0.468
H -2.94232 0.01703 -1.16240  0.404
H -2.84035 -0.93703 -2.60535  0.407
H 3.28317 0.28486 0.11257  0.421
H 3.30099 1.19924 1.60424  0.409
H 1.16730 -0.84118 -1.92864  0.527

Computed properties:
LUMO energy ... 0.14 eV
Spin multiplicity ... 1
ΔE to the lowest compared entry with this formula, charge and spin ... 2.3 kcal per mole
Total energy ... -584.7311 Eh
HOMO-LUMO gap ... 9.67 eV
Total charge ... 0

Entry from the Open Molecules 2025 dataset: a molecular structure, C5H7N3O3P at a distorted geometry (ωB97M-V with the def2-TZVPD basis set).

Each line ends with the natural charge from an NBO analysis.
Cartesian coordinates (Å):
C 3.90519 -1.00960 -0.38829  0.123
C 1.92014 -0.32393 0.01722  0.091
C -0.19372 1.04968 0.47436  -0.477
C -1.35101 0.87441 -0.46262  -0.766
C 0.56636 -0.25685 0.37667  0.135
N 2.69310 -1.46700 -0.25758  -0.425
N 3.98547 0.34693 -0.18546  -0.259
N 2.77927 0.78438 -0.04228  -0.189
O -4.03605 0.54982 0.04574  -0.973
O -2.42914 -1.12220 1.32363  -1.168
O -2.81001 -1.33116 -1.22821  -1.169
P -2.69864 -0.49243 0.00594  2.269
H 4.86674 -1.56461 -0.26736  0.189
H 0.51363 1.88223 0.13289  0.229
H -0.59292 1.16161 1.48000  0.248
H -1.86446 1.81982 -0.54460  0.226
H -0.97896 0.52903 -1.41489  0.222
H 0.14462 -1.22226 0.46539  0.242
H -4.41962 -0.20788 0.46943  0.452

Computed properties:
LUMO energy ... 1.56 eV
Spin multiplicity ... 1
Total energy ... -926.1586 Eh
HOMO-LUMO gap ... 7.17 eV
Total charge ... -1

Entry from the Open Molecules 2025 dataset: 2 unconnected molecules or ions with the total composition C5H7N3O5P2 at a distorted geometry (ωB97M-V with the def2-TZVPD basis set).

Each line ends with the natural charge from an NBO analysis.
Cartesian coordinates (Å):
C 1.89342 2.02407 0.70691  -0.102
C 1.61028 0.92846 -0.09120  -0.131
C 0.01037 1.31218 1.41601  0.142
C -0.28586 -0.53276 -0.32344  -0.540
C -2.56742 0.66270 -0.72230  -0.162
N 0.93830 2.23831 1.64660  -0.523
N -2.43339 1.44794 -1.57671  0.136
N 0.37492 0.55733 0.32316  -0.335
O -4.84494 0.63656 0.58696  -1.140
O -4.03473 -1.69476 -0.17979  -1.158
O -2.06912 2.15733 -2.49597  -0.510
O -2.79136 -0.53566 1.63202  -1.020
O 1.81585 -2.42697 0.42409  -1.215
P 1.15463 -1.82563 -0.75288  0.878
P -3.76011 -0.33692 0.34781  2.341
H 2.89200 2.67954 0.64176  0.163
H 1.77681 0.78017 -1.14898  0.232
H -0.94265 1.33775 1.96806  0.217
H -0.56671 -0.29987 -1.33120  0.206
H -1.04155 -0.84756 0.37533  0.214
H -2.58949 -1.52518 1.63260  0.509
H 0.27533 -2.78531 -1.36144  -0.202

Computed properties:
LUMO energy ... 6.01 eV
Spin multiplicity ... 1
ΔE to the lowest compared entry with this formula, charge and spin ... 29.1 kcal per mole
Total energy ... -1417.9261 Eh
HOMO-LUMO gap ... 6.10 eV
Total charge ... -2

Entry from the Open Molecules 2025 dataset: 2 unconnected molecules or ions with the total composition C5H7N3OS at a distorted geometry (ωB97M-V with the def2-TZVPD basis set).

Each line ends with the natural charge from an NBO analysis.
Cartesian coordinates (Å):
C -3.93812 -0.07353 1.82520  0.231
C -0.37047 0.39771 1.60450  0.253
C 1.63227 0.71287 0.37646  -0.405
C -0.50187 -0.12730 -0.71118  -0.394
C -3.22259 -1.21230 1.46590  -0.219
N -4.65384 0.76171 2.12441  -0.333
N -1.91330 -1.11446 1.51316  0.085
N 0.17018 0.42174 0.41372  -0.447
O -1.19395 -2.05860 1.13823  -0.503
S -0.09454 0.75759 3.11950  0.164
H 2.21212 -0.24810 0.58332  0.212
H 2.06655 0.88412 -0.56376  0.224
H 1.98152 1.42327 1.03306  0.228
H -0.40032 -1.13890 -0.72871  0.234
H -1.54121 0.33718 -0.56357  0.234
H 0.01544 0.36791 -1.63238  0.205
H -3.84689 -1.96154 1.17047  0.229

Computed properties:
LUMO energy (alpha / beta) ... -1.18 / -1.18 eV
Spin multiplicity ... 1
ΔE to the lowest compared entry with this formula, charge and spin ... 141.7 kcal per mole
Total energy ... -832.2074 Eh
HOMO-LUMO gap (alpha / beta) ... 7.44 / 7.44 eV
Total charge ... 0

Entry from the Open Molecules 2025 dataset: 2 unconnected molecules or ions with the total composition C5H7N3S2 at a distorted geometry (ωB97M-V with the def2-TZVPD basis set).

Each line ends with the natural charge from an NBO analysis.
Cartesian coordinates (Å):
C 1.82368 2.20012 0.47008  -0.219
C 0.89878 3.69628 1.78213  -0.150
C 1.12369 1.36998 1.19706  -0.097
C -0.90672 -1.05149 1.29814  0.037
C 0.38611 -1.25756 -0.66821  -0.409
N 1.71847 3.53187 0.86198  -0.420
N -1.76178 -2.23407 -0.70412  -0.686
N -0.82281 -1.45456 0.09079  -0.290
S -1.93422 -0.79482 2.50291  0.005
S 0.13677 2.27960 2.29881  0.369
H 2.45801 1.93913 -0.32779  0.212
H 0.67973 4.72493 2.24964  0.222
H 0.05972 -1.33784 -1.63733  0.218
H 0.80966 -0.23491 -0.53972  0.230
H 1.17711 -1.93395 -0.31317  0.205
H -2.67655 -2.11495 -0.17288  0.390
H -1.43945 -3.25997 -0.93172  0.384

Computed properties:
LUMO energy (alpha / beta) ... -0.52 / -1.53 eV
Spin multiplicity ... 1
ΔE to the lowest compared entry with this formula, charge and spin ... 111.8 kcal per mole
Total energy ... -1155.1356 Eh
HOMO-LUMO gap (alpha / beta) ... 8.50 / 6.06 eV
Total charge ... 0

Entry from the Open Molecules 2025 dataset: a gas-phase ion, C5H7N4 (charge -1) at a distorted geometry (ωB97M-V with the def2-TZVPD basis set).

Each line ends with the natural charge from an NBO analysis.
Cartesian coordinates (Å):
C 0.07666 -0.63257 -1.11382  0.146
C 0.32124 -0.52956 1.53702  -0.402
C -1.09135 -0.18768 1.29563  -0.444
C -0.00364 0.07652 0.21569  -0.021
C 0.29077 1.80292 0.17893  -0.588
N 0.68180 -0.96657 -3.12102  -0.191
N 0.64403 -0.06866 -2.21473  -0.355
N -0.07535 -1.97940 -1.36531  -0.354
N 0.19286 -2.12773 -2.61626  -0.189
H 0.91410 0.09803 2.30823  0.171
H 0.58655 -1.47935 1.58031  0.211
H -1.74396 -1.09125 1.28488  0.210
H -1.65273 0.70905 1.57897  0.200
H 0.69398 2.01903 -0.83401  0.245
H 0.93305 2.03200 0.94203  0.181
H -0.76799 2.32520 0.34345  0.181

Computed properties:
LUMO energy ... 3.81 eV
Spin multiplicity ... 1
ΔE to the lowest compared entry with this formula, charge and spin ... 32.4 kcal per mole
Total energy ... -413.6900 Eh
HOMO-LUMO gap ... 7.78 eV
Total charge ... -1

Entry from the Open Molecules 2025 dataset: a single C5H7N5 molecule at a distorted geometry (ωB97M-V with the def2-TZVPD basis set).

Each line ends with the natural charge from an NBO analysis.
Cartesian coordinates (Å):
C 1.11060 -2.40690 0.56683  -0.269
C 1.35182 -1.23423 0.45192  -0.011
C -1.64216 -1.29500 -0.92996  0.187
C 1.71410 0.19947 0.37243  -0.485
C 0.41497 0.93815 -0.35108  0.121
N -2.70738 -0.21205 0.74137  -0.158
N -2.64849 -1.18953 -0.24372  -0.258
N -1.73611 0.59712 0.69597  0.033
N -0.79807 0.30174 -0.06018  -0.266
N 0.52676 2.38535 -0.06054  -0.840
H 0.60533 -3.34008 0.88645  0.253
H -1.05386 -2.03897 -1.46936  0.249
H 2.50311 0.53379 -0.31726  0.247
H 1.87441 0.59083 1.41242  0.248
H 0.54959 0.59711 -1.45746  0.199
H -0.28935 2.62167 0.63291  0.379
H 0.22474 2.95153 -0.87074  0.369

Computed properties:
LUMO energy ... 0.53 eV
Spin multiplicity ... 1
ΔE to the lowest compared entry with this formula, charge and spin ... 154.3 kcal per mole
Total energy ... -468.2629 Eh
HOMO-LUMO gap ... 9.81 eV
Total charge ... 0

Entry from the Open Molecules 2025 dataset: a single C5H7NO molecule (ωB97M-V with the def2-TZVPD basis set).

Each line ends with the natural charge from an NBO analysis.
Cartesian coordinates (Å):
C 0.62551 -0.26095 1.24217  -0.612
C 1.10636 -0.53792 -0.56759  0.103
C -0.29969 -0.38499 -0.32741  0.092
N -1.17362 -1.46363 -0.23646  -0.792
C -0.71760 0.96569 -0.70904  -0.362
C 0.40500 1.54358 -1.14360  0.162
O 1.48431 0.71935 -1.06104  -0.478
H 0.83298 -1.24598 1.65089  0.230
H 1.45135 0.42717 1.40864  0.247
H -0.25857 0.15597 1.74066  0.213
H -1.92783 -1.34276 0.42747  0.369
H -0.68265 -2.33920 -0.09656  0.387
H -1.70731 1.39478 -0.62876  0.235
H 0.59432 2.53748 -1.53670  0.206

Computed properties:
LUMO energy ... 0.94 eV
Spin multiplicity ... 1
ΔE to the lowest compared entry with this formula, charge and spin ... 93.3 kcal per mole
Total energy ... -324.5757 Eh
HOMO-LUMO gap ... 9.55 eV
Total charge ... 0

Entry from the Open Molecules 2025 dataset: a molecular structure, C5H7NO at a distorted geometry (ωB97M-V with the def2-TZVPD basis set).

Each line ends with the natural charge from an NBO analysis.
Cartesian coordinates (Å):
C -1.77820 0.24684 0.64985  -0.637
C -0.48167 -0.18249 0.06911  -0.134
C 0.12210 -1.54279 -0.17870  0.056
O 0.71768 -1.69294 -1.45208  -0.461
C 1.42005 -0.85911 -0.53331  -0.014
C 0.66472 0.43204 -0.26441  0.178
N 1.13228 1.71424 -0.23225  -0.807
H -2.62368 0.02982 -0.01028  0.218
H -1.75644 1.32273 0.85597  0.210
H -1.96439 -0.25733 1.60927  0.217
H -0.11706 -2.44778 0.38514  0.194
H 2.29604 -1.15725 0.01304  0.203
H 0.45125 2.44514 -0.09480  0.387
H 1.91732 1.94888 -0.81655  0.389

Computed properties:
LUMO energy ... 0.95 eV
Spin multiplicity ... 1
ΔE to the lowest compared entry with this formula, charge and spin ... 84.5 kcal per mole
Total energy ... -324.5898 Eh
HOMO-LUMO gap ... 8.46 eV
Total charge ... 0

Entry from the Open Molecules 2025 dataset: a single C5H7NO molecule at a distorted geometry (ωB97M-V with the def2-TZVPD basis set).

Each line ends with the natural charge from an NBO analysis.
Cartesian coordinates (Å):
C -0.73100 1.36012 0.70402  -0.405
C -1.20862 0.49400 -0.17700  -0.172
C -0.88773 -0.95123 -0.22454  -0.475
C 0.43167 -1.18356 0.38025  -0.355
C 1.41005 -0.31199 0.04806  0.456
N 1.82421 0.79824 -0.61310  -0.342
O 2.75524 -0.01842 0.20064  -0.351
H -0.84601 2.40314 0.69570  0.208
H -0.42758 0.83260 1.57535  0.200
H -2.02203 0.71875 -0.87888  0.194
H -1.78231 -1.39479 0.28183  0.229
H -0.98148 -1.49630 -1.24635  0.218
H 0.53811 -2.03386 0.94406  0.231
H 1.92747 0.78331 -1.69003  0.365

Computed properties:
LUMO energy ... 0.97 eV
Spin multiplicity ... 1
ΔE to the lowest compared entry with this formula, charge and spin ... 133.3 kcal per mole
Total energy ... -324.5120 Eh
HOMO-LUMO gap ... 9.56 eV
Total charge ... 0

Entry from the Open Molecules 2025 dataset: a single C5H7NO molecule (ωB97M-V with the def2-TZVPD basis set).

Each line ends with the natural charge from an NBO analysis.
Cartesian coordinates (Å):
C -1.22667 -0.16719 0.69265  -0.608
C -0.17405 -0.87261 -1.31386  0.315
C -0.10108 0.25729 -0.29135  -0.100
N -0.31616 1.56430 -0.88515  -0.810
C 1.23119 0.06044 0.38661  -0.239
C 1.69708 -1.10194 -0.03279  0.075
O 0.84761 -1.65409 -1.03005  -0.468
H -2.20007 -0.05278 0.20816  0.224
H -1.12456 -1.21171 1.00360  0.223
H -1.18579 0.46384 1.58745  0.214
H -0.56543 2.22999 -0.15556  0.355
H -1.10621 1.49248 -1.52254  0.371
H 1.67725 0.71047 1.12829  0.235
H 2.54689 -1.71852 0.22454  0.214

Computed properties:
LUMO energy ... 0.65 eV
Spin multiplicity ... 1
ΔE to the lowest compared entry with this formula, charge and spin ... 80.7 kcal per mole
Total energy ... -324.5958 Eh
HOMO-LUMO gap ... 9.51 eV
Total charge ... 0

Entry from the Open Molecules 2025 dataset: a single C5H7NO molecule at a distorted geometry (ωB97M-V with the def2-TZVPD basis set).

Each line ends with the natural charge from an NBO analysis.
Cartesian coordinates (Å):
C 0.43261 -1.78379 0.50635  -0.621
C 0.31904 -0.48088 -0.16629  -0.044
C -0.61713 -0.23708 -1.07082  -0.034
N -1.00559 1.12464 -1.13594  -0.648
C -0.22441 1.80069 -0.12090  0.700
O -0.36004 2.96004 0.17000  -0.537
C 0.79382 0.80688 0.45441  -0.557
H 1.46671 -1.99451 0.76403  0.212
H -0.03994 -2.60735 -0.04423  0.222
H -0.15183 -1.61224 1.42803  0.214
H -1.21547 -0.95001 -1.63170  0.206
H -2.04528 1.04162 -0.81917  0.390
H 0.79192 0.84093 1.55746  0.244
H 1.80409 1.11120 0.14305  0.254

Computed properties:
LUMO energy ... 0.75 eV
Spin multiplicity ... 1
ΔE to the lowest compared entry with this formula, charge and spin ... 22.4 kcal per mole
Total energy ... -324.6888 Eh
HOMO-LUMO gap ... 9.41 eV
Total charge ... 0

> spin multiplicity of number 2 (C5H7N3O3P)?

1

> What is the formula in the sixth record?

C5H7N4

> spin multiplicity of number 7 (C5H7N5)?

1